Entry 1:
{
  "formula": "C31H26N2OPPt",
  "method": "wB97M-V/def2-TZVPD",
  "species": ["Pt", "O", "N", "C", "C", "C", "C", "C", "C", "C", "P", "C", "C", "C", "C", "C", "C", "C", "C", "C", "C", "C", "C", "H", "H", "H", "H", "H", "H", "H", "H", "H", "H", "H", "H", "H", "H", "H", "H", "N", "C", "C", "C", "C", "C", "C", "C", "C", "C", "C", "C", "C", "H", "H", "H", "H", "H", "H", "H", "H", "H", "H"],
  "positions_angstrom": [[9.16430, 13.34884, 9.14800], [7.16554, 12.98451, 11.31917], [7.99967, 13.96404, 10.73569], [7.92268, 15.13671, 11.32606], [8.79272, 16.24219, 10.98392], [8.96947, 17.19654, 11.96825], [9.81352, 18.25316, 11.85012], [10.43976, 18.44910, 10.60917], [10.23772, 17.56330, 9.56730], [9.39360, 16.43984, 9.73089], [9.14296, 15.36380, 8.23679], [10.61797, 15.70642, 7.14106], [11.90795, 15.36220, 7.52170], [12.98984, 15.49765, 6.61954], [12.82859, 15.81212, 5.28012], [11.51216, 16.04051, 4.89479], [10.43767, 16.08200, 5.80641], [7.74243, 16.00188, 7.32132], [7.09626, 17.22736, 7.66024], [6.07501, 17.70510, 6.85460], [5.49953, 16.97772, 5.86350], [6.11423, 15.80349, 5.51901], [7.25706, 15.31121, 6.17976], [7.19099, 12.30882, 10.68248], [7.16642, 15.28836, 12.07048], [8.64452, 16.99640, 12.97290], [10.13321, 18.88092, 12.65309], [11.14132, 19.29576, 10.44323], [10.74639, 17.68724, 8.58944], [12.14293, 15.00258, 8.53167], [13.97106, 15.25782, 6.95963], [13.62350, 15.88294, 4.52574], [11.33362, 16.36492, 3.86742], [9.48187, 16.30230, 5.37414], [7.52581, 17.78740, 8.45584], [5.75693, 18.70470, 7.06228], [4.64156, 17.36003, 5.36571], [5.73540, 15.18693, 4.75989], [7.71168, 14.30903, 5.93193], [10.68310, 12.21415, 8.02379], [10.71458, 10.87510, 8.50708], [11.91988, 10.34980, 8.94603], [11.89696, 9.19148, 9.74380], [10.69359, 8.51536, 9.91606], [9.49248, 8.99022, 9.29586], [9.46990, 10.21392, 8.61177], [8.21221, 10.76038, 7.96314], [7.39231, 10.03774, 7.10350], [6.19696, 10.56326, 6.62333], [5.67611, 11.73024, 7.06058], [6.51426, 12.46429, 7.89994], [7.78328, 12.04737, 8.32060], [11.48669, 12.71942, 7.79301], [10.07884, 12.20141, 7.15637], [12.89122, 10.82877, 8.91669], [12.84590, 8.90822, 10.19525], [10.66078, 7.62690, 10.54266], [8.67167, 8.29306, 9.20121], [7.75093, 9.01760, 6.78884], [5.72271, 10.01727, 5.84431], [4.67128, 12.09341, 6.70466], [6.15143, 13.39802, 8.25941]],
  "lowdin_charge": [1.0287, 0.0089, -0.1888, -0.0337, -0.2180, -0.0398, -0.0427, -0.0459, -0.0733, -0.2767, 0.9089, -0.3537, -0.1245, -0.0701, -0.0616, -0.0632, -0.0666, -0.3543, -0.0438, -0.0773, -0.0651, -0.0619, -0.0961, 0.0339, 0.1443, 0.1244, 0.1134, 0.1282, 0.1156, 0.1121, 0.0983, 0.1225, 0.1131, 0.0912, 0.0912, 0.1097, 0.1123, 0.0952, 0.1269, -0.0170, -0.2736, -0.0223, -0.0705, -0.0574, -0.0017, -0.1406, -0.2241, -0.0250, -0.1002, -0.0768, -0.1355, -0.2764, 0.0623, 0.1311, 0.1146, 0.1111, 0.1061, 0.1150, 0.1400, 0.1015, 0.1357, 0.0820],
  "total_charge": 1,
  "de_lowest_kcal_mol": 31.3,
  "orbital_gap_ev": [6.4935, 7.0603],
  "multiplicity": 3,
  "s_squared": 2.01,
  "e_lumo_ev": [-3.1, -4.1],
  "energy_ha": -1841.98849
}



Entry 2:
{
  "formula": "C31H27AlN3O2Te",
  "method": "wB97M-V/def2-TZVPD",
  "species": ["Al", "C", "O", "C", "N", "C", "C", "C", "C", "C", "C", "C", "C", "C", "C", "C", "C", "N", "C", "N", "C", "C", "O", "C", "C", "C", "C", "C", "C", "H", "H", "H", "H", "H", "H", "H", "H", "H", "H", "H", "H", "H", "H", "H", "H", "H", "H", "H", "C", "Te", "C", "C", "C", "C", "C", "C", "C", "H", "H", "H", "H", "H", "H", "H", "H"],
  "positions_angstrom": [[11.01878, 10.15354, 10.21423], [10.78515, 14.40095, 9.11232], [11.98059, 13.69100, 8.59947], [11.77508, 12.38799, 8.85132], [10.75122, 12.10304, 9.65488], [10.16638, 13.41385, 10.10621], [8.65650, 13.40836, 10.25561], [7.85764, 14.44970, 9.73067], [6.49184, 14.24727, 9.59670], [5.91040, 13.07967, 10.05177], [6.66676, 12.16256, 10.82081], [8.02906, 12.35195, 10.95680], [12.64703, 11.28693, 8.30835], [13.62807, 11.32692, 7.31474], [14.08552, 10.08090, 6.84893], [13.64645, 8.86465, 7.36681], [12.73446, 8.92375, 8.42976], [12.27712, 10.10996, 8.83136], [11.96483, 7.80647, 9.14528], [11.00902, 8.16340, 10.01549], [10.15468, 6.95908, 10.28288], [10.79284, 5.90759, 9.37153], [11.97802, 6.53578, 8.73982], [8.67874, 7.17912, 10.05195], [8.14285, 8.45637, 9.88414], [6.79186, 8.59680, 9.62739], [5.97808, 7.47080, 9.44422], [6.50709, 6.18357, 9.59600], [7.84612, 6.05406, 9.94625], [11.09831, 15.37026, 9.51629], [10.16363, 14.52076, 8.20997], [10.55546, 13.64289, 11.12500], [8.33496, 15.38772, 9.40187], [5.86480, 15.02530, 9.12558], [4.85267, 12.84965, 9.91110], [6.18012, 11.30240, 11.33282], [8.63593, 11.64284, 11.55975], [13.98742, 12.26845, 6.90885], [14.79368, 10.05212, 6.01245], [13.99048, 7.89813, 6.94723], [10.30340, 6.70136, 11.34595], [11.07164, 5.00282, 9.90507], [10.13943, 5.66655, 8.50708], [8.78480, 9.36695, 9.95612], [6.37170, 9.60400, 9.52409], [4.91487, 7.59007, 9.15525], [5.88173, 5.28124, 9.53075], [8.25736, 5.05120, 10.15730], [13.04321, 8.87129, 13.33472], [12.02403, 10.77918, 12.50210], [10.86655, 10.23620, 14.41668], [11.79412, 9.58877, 15.37889], [11.71895, 9.76808, 16.77350], [12.71658, 9.25840, 17.58452], [13.73575, 8.43722, 17.04575], [13.79716, 8.20177, 15.68006], [12.87977, 8.85419, 14.81907], [14.06631, 8.99116, 12.98043], [12.53165, 8.05314, 12.80616], [10.10839, 9.58427, 13.97650], [10.40483, 11.13764, 14.82108], [10.85131, 10.25618, 17.22295], [12.70016, 9.40142, 18.65533], [14.51133, 7.99328, 17.70663], [14.56363, 7.52970, 15.26635]],
  "lowdin_charge": [0.2891, -0.0071, 0.0870, -0.2024, 0.0904, -0.2102, -0.1787, -0.0138, -0.0470, -0.0438, -0.0740, -0.0680, -0.0816, 0.1133, 0.0584, 0.0970, -0.0693, 0.0634, -0.1642, 0.0884, -0.1970, -0.0004, 0.1053, -0.1887, -0.0502, -0.0554, -0.0304, -0.0259, -0.0223, 0.1627, 0.1529, 0.1648, 0.1309, 0.1377, 0.1246, 0.1258, 0.0950, 0.1564, 0.1555, 0.1668, 0.1688, 0.1525, 0.1612, 0.0664, 0.1064, 0.1356, 0.1357, 0.1394, -0.2468, 1.4171, -0.2457, -0.2756, -0.0096, -0.0281, -0.0273, -0.0152, -0.2691, 0.0659, 0.0608, 0.0661, 0.0801, 0.1331, 0.1231, 0.1382, 0.1321],
  "total_charge": 3,
  "de_lowest_kcal_mol": 0.0,
  "orbital_gap_ev": 5.5405,
  "multiplicity": 1,
  "e_lumo_ev": -10.7,
  "energy_ha": -2021.78536
}



Entry 3:
{
  "formula": "C31H27Cl5N4OS8Tb",
  "method": "wB97M-V/def2-TZVPD",
  "species": ["Tb", "C", "C", "S", "C", "C", "S", "C", "C", "S", "H", "H", "H", "H", "H", "H", "H", "H", "H", "H", "H", "H", "Cl", "C", "C", "C", "Cl", "C", "Cl", "C", "Cl", "C", "Cl", "N", "C", "N", "C", "C", "S", "C", "C", "S", "C", "N", "N", "H", "H", "H", "H", "H", "H", "O", "C", "C", "C", "C", "C", "S", "C", "C", "C", "C", "S", "C", "C", "C", "C", "S", "H", "H", "H", "H", "H", "H", "H", "H", "H"],
  "positions_angstrom": [[-0.11606, 0.39608, -0.53787], [0.28169, -3.84212, 0.47617], [1.39274, -3.76603, -0.56047], [1.37671, -2.22754, -1.54075], [3.08512, -1.63086, -1.33418], [3.55843, -1.37913, 0.08242], [2.52501, -0.21223, 1.03574], [2.47217, -1.16030, 2.58088], [1.75524, -2.50536, 2.49939], [0.17962, -2.41650, 1.58600], [-0.69705, -3.86297, -0.00605], [0.38500, -4.74295, 1.08055], [2.37568, -3.85130, -0.10163], [1.28420, -4.58877, -1.26621], [3.75160, -2.33329, -1.83483], [3.09060, -0.70176, -1.89076], [3.61104, -2.29830, 0.66107], [4.56345, -0.95859, 0.03301], [3.49772, -1.30547, 2.92142], [1.97181, -0.50494, 3.28659], [2.37171, -3.26184, 2.01616], [1.53397, -2.86079, 3.50541], [-1.15845, -0.00553, -4.04477], [-2.31640, -0.74555, -2.96536], [-2.00925, -0.68237, -1.61481], [-2.98820, -1.21568, -0.79016], [-2.70544, -1.03546, 0.92210], [-4.15648, -1.82253, -1.23161], [-5.28100, -2.49415, -0.12151], [-4.39813, -1.87085, -2.60492], [-5.82740, -2.60291, -3.20268], [-3.47424, -1.30715, -3.48665], [-3.77671, -1.30305, -5.17742], [-0.45091, -0.07359, 3.59482], [-0.43111, 1.16636, 3.04671], [-0.65298, 1.43389, 1.78866], [-0.75433, 2.81805, 1.60540], [-0.44207, 3.57515, 2.71907], [-0.13598, 2.55270, 4.06605], [-1.37706, 3.32571, 0.43779], [-2.04599, 4.55956, 0.38639], [-2.89851, 4.71294, -1.09394], [-2.31458, 3.12667, -1.56521], [-1.53802, 2.53609, -0.68871], [-2.66874, 2.61641, -2.74758], [-0.92934, -0.80092, 3.08186], [-0.52686, -0.13007, 4.59685], [-0.41976, 4.64738, 2.81536], [-2.10977, 5.32010, 1.14499], [-3.16193, 3.20040, -3.39969], [-2.13861, 1.84799, -3.13332], [1.58446, 1.23289, -1.34038], [2.22752, 2.05711, -2.29464], [2.85906, 1.21521, -3.40975], [2.31193, 0.14120, -4.04812], [3.12127, -0.35544, -5.10459], [4.26572, 0.36327, -5.25430], [4.37230, 1.63428, -4.11311], [3.33500, 2.87764, -1.63965], [3.70115, 4.17362, -1.84662], [4.88341, 4.54171, -1.14252], [5.39715, 3.51792, -0.41621], [4.44517, 2.10108, -0.57100], [1.25060, 3.04605, -2.94678], [0.65086, 4.12425, -2.36343], [-0.08088, 4.92410, -3.28308], [-0.03198, 4.43020, -4.55032], [0.91242, 3.00836, -4.63892], [1.36675, -0.29315, -3.76154], [2.85225, -1.20033, -5.72377], [5.06059, 0.22028, -5.97016], [3.16782, 4.84719, -2.50038], [5.32313, 5.52801, -1.18490], [6.27284, 3.50956, 0.21404], [0.77168, 4.37162, -1.31617], [-0.60469, 5.83272, -3.01816], [-0.48043, 4.83229, -5.44620]],
  "lowdin_charge": [1.3755, -0.4967, -0.4794, 0.8576, -0.4890, -0.4677, 0.8117, -0.5088, -0.4746, 0.7932, 0.0796, 0.0904, 0.0685, 0.0846, 0.1003, 0.0313, 0.0608, 0.0776, 0.0914, 0.0476, 0.0670, 0.0833, 0.7374, -0.6959, -0.3556, -0.7006, 0.6673, -0.7051, 0.7083, -0.6979, 0.7163, -0.7030, 0.7095, 0.0966, -0.6811, -0.0150, -0.3405, -0.3268, 1.0967, -0.3481, -0.3237, 1.0879, -0.6643, -0.0007, 0.1455, 0.0170, 0.1116, 0.0830, 0.0765, 0.1130, 0.0136, -0.4466, -0.5431, -0.5356, -0.2008, -0.1611, -0.3849, 1.0846, -0.4952, -0.1198, -0.1660, -0.3887, 1.0394, -0.4492, -0.1531, -0.1950, -0.3955, 1.0762, 0.0346, 0.1096, 0.0707, 0.1201, 0.1073, 0.0701, 0.1270, 0.0983, 0.0706],
  "total_charge": 1,
  "de_lowest_kcal_mol": 52.5,
  "orbital_gap_ev": [7.5439, 8.0597],
  "multiplicity": 7,
  "s_squared": 12.08,
  "e_lumo_ev": [-2.9, -2.4],
  "energy_ha": -7802.55522
}



Entry 4:
{
  "formula": "C31H27GaNO5",
  "method": "wB97M-V/def2-TZVPD",
  "species": ["C", "O", "C", "Ga", "C", "N", "H", "H", "H", "H", "H", "H", "H", "H", "H", "H", "H", "C", "C", "C", "C", "C", "C", "C", "O", "C", "C", "C", "C", "C", "C", "C", "O", "H", "H", "H", "H", "H", "H", "H", "H", "C", "C", "C", "C", "C", "C", "C", "O", "C", "C", "C", "C", "C", "C", "C", "O", "H", "H", "H", "H", "H", "H", "H", "H"],
  "positions_angstrom": [[8.50778, -1.83440, 1.34645], [8.24888, -0.46409, 1.34817], [6.88517, -0.19659, 1.76463], [5.39471, -0.89241, 0.53144], [4.12902, -2.10023, 1.59217], [2.85197, -1.44094, 2.01038], [7.83420, -2.38318, 0.67605], [8.39430, -2.26962, 2.35377], [9.53585, -1.98309, 1.00804], [6.84677, 0.88957, 1.87871], [6.77186, -0.61517, 2.78216], [6.03727, -1.65683, -0.73555], [4.44597, 0.35673, 0.07967], [3.87854, -3.00219, 1.01871], [4.62727, -2.47127, 2.49542], [2.95081, -1.07119, 2.94989], [2.74339, -0.60446, 1.43998], [0.46518, -1.78091, -6.95200], [1.77119, -2.13211, -6.62321], [2.11728, -2.36822, -5.30443], [1.15876, -2.25020, -4.30403], [-0.14803, -1.89378, -4.63133], [-0.49162, -1.66229, -5.95993], [-1.19388, -1.74723, -3.57588], [-2.33805, -1.45342, -3.86704], [-0.77519, -1.95812, -2.16596], [-1.72034, -1.79190, -1.16144], [-1.35319, -1.92761, 0.16685], [-0.03991, -2.23804, 0.50218], [0.90189, -2.43526, -0.49608], [0.53861, -2.29794, -1.83013], [1.56597, -2.52186, -2.88678], [2.67809, -2.91764, -2.62840], [0.19835, -1.59686, -7.98499], [2.51974, -2.21859, -7.40050], [3.12355, -2.64016, -5.01464], [-1.51352, -1.38777, -6.18457], [-2.73487, -1.55089, -1.44857], [-2.08987, -1.77403, 0.94638], [0.28719, -2.29872, 1.53127], [1.92727, -2.66272, -0.23880], [-4.46306, 4.93149, 5.39319], [-3.29298, 4.20034, 5.57240], [-2.87102, 3.31396, 4.59704], [-3.61779, 3.15470, 3.43487], [-4.78938, 3.88818, 3.25360], [-5.20925, 4.77657, 4.23819], [-5.61304, 3.74032, 2.01712], [-6.63019, 4.38301, 1.86125], [-5.13429, 2.77750, 0.98508], [-5.88165, 2.61238, -0.17628], [-5.45418, 1.73145, -1.15470], [-4.27710, 1.01062, -0.98178], [-3.53176, 1.16693, 0.17539], [-3.95596, 2.05031, 1.16134], [-3.13802, 2.18827, 2.40089], [-2.13002, 1.54054, 2.56973], [-4.78985, 5.62410, 6.15809], [-2.71007, 4.32501, 6.47572], [-1.96479, 2.73369, 4.70706], [-6.12197, 5.33253, 4.07180], [-6.78950, 3.18949, -0.28855], [-6.03314, 1.60749, -2.06069], [-3.93599, 0.33699, -1.75800], [-2.60341, 0.62980, 0.31918]],
  "lowdin_charge": [-0.2057, -0.3086, -0.3395, 0.3388, -0.4156, -0.1149, 0.0387, 0.0760, 0.0744, 0.0333, 0.0372, -0.0916, -0.0960, 0.0044, 0.0231, 0.0367, -0.0007, -0.0709, -0.0645, -0.0006, -0.0751, -0.0848, -0.0121, -0.2793, 0.0817, -0.0892, -0.0240, -0.0646, -0.0413, 0.0170, -0.0716, -0.2721, 0.1265, 0.1012, 0.1034, 0.1226, 0.1149, 0.0982, 0.1042, 0.0967, 0.1052, -0.0634, -0.0594, 0.0001, -0.0800, -0.0840, -0.0072, -0.2787, 0.0985, -0.0863, -0.0062, -0.0533, -0.0427, 0.0086, -0.0774, -0.2758, 0.1189, 0.1042, 0.1061, 0.1222, 0.1174, 0.1174, 0.1071, 0.0975, 0.1052],
  "total_charge": -1,
  "de_lowest_kcal_mol": 0.0,
  "orbital_gap_ev": 4.3981,
  "multiplicity": 1,
  "e_lumo_ev": 0.4,
  "energy_ha": -3553.25238
}